[1]
Computed, not measured: an isolated ion of composition C5H11N3P and charge +1 in a non-equilibrium geometry, with ωB97M-V/def2-TZVPD.

Each line ends with the natural charge from an NBO analysis.
Cartesian coordinates (Å):
P -3.675 0.596 -0.704  0.6155
N 0.638 -1.201 0.455  0.0286
N -1.903 0.325 1.893  -0.7220
N -0.275 -0.425 0.483  -0.1062
C -2.666 -0.672 -0.267  -0.6917
C 1.940 1.473 -0.372  -0.6163
C -1.533 -0.267 0.766  0.4547
C 2.121 0.154 -1.037  -0.4426
C 1.863 -1.098 -0.148  -0.2976
H 3.150 0.044 -1.297  0.2282
H 1.057 1.251 0.170  0.1847
H 2.614 -1.355 0.673  0.2788
H -2.880 0.254 2.142  0.4310
H 1.638 0.218 -1.996  0.2313
H 1.925 -1.971 -0.838  0.2816
H -1.323 0.382 2.733  0.4304
H 2.672 1.665 0.427  0.2145
H -2.623 -1.699 -0.681  0.2735
H 1.836 2.437 -0.906  0.2452
H -4.575 -0.112 -1.495  -0.0214

Results
**Charge**: +1
**SMILES**: [H]/P=C/C(=[NH2+])/N=N/CCC
**HOMO-LUMO gap**: 8.37 eV
**Relative energy (zero: lowest compared OMol25 entry of this formula, charge and spin)**: 62.6 kcal per mole
**E_LUMO**: -4.82 eV



[2]
Computed, not measured: one molecule with the formula C5H11N5O2 in a non-equilibrium geometry, with ωB97M-V/def2-TZVPD.

Each line ends with the natural charge from an NBO analysis.
Cartesian coordinates (Å):
O 2.478 1.092 0.377  -0.6029
O 2.980 -1.359 0.010  -0.7566
N -1.376 -1.341 0.379  -0.6288
N 0.285 2.291 -0.687  -0.8171
N -3.568 -0.359 0.014  -0.8252
N 0.108 1.560 1.444  -0.7396
N -1.510 0.909 -0.263  -0.6061
C 0.861 -0.642 -0.838  -0.5769
C 2.221 -0.131 -0.233  0.8024
C -0.300 1.452 0.221  0.5284
C -2.068 -0.244 0.103  0.6172
C 0.168 -1.336 0.442  -0.2177
H 0.860 2.380 1.521  0.3628
H 1.186 1.991 -0.684  0.3822
H 0.698 -0.737 1.277  0.2533
H 0.010 2.067 -1.592  0.3454
H 0.664 -2.335 0.500  0.2168
H 1.121 -1.764 -1.118  0.2786
H -1.734 -1.705 1.515  0.4185
H -3.746 -1.073 -0.879  0.3782
H -3.871 0.598 -0.290  0.3952
H 0.426 0.034 -1.542  0.2610
H 4.108 -1.349 0.322  0.5308

Results
**Charge**: 0
**SMILES**: [H]/N=C(N)/N=C(/N)NCCC(=O)O
**HOMO-LUMO gap**: 8.67 eV
**Relative energy (zero: lowest compared OMol25 entry of this formula, charge and spin)**: 171.8 kcal per mole
**E_LUMO**: 0.10 eV



[3]
Computed, not measured: C5H11N7P2 as an isolated structure in a non-equilibrium geometry, with ωB97M-V/def2-TZVPD.

Each line ends with the natural charge from an NBO analysis.
Cartesian coordinates (Å):
P -1.662 0.452 0.251  2.1211
P 0.971 0.141 -0.843  2.2120
N -2.585 0.142 -1.093  -0.9811
N 1.997 0.914 -1.790  -0.7882
N -0.308 -0.155 -1.905  -0.9214
N 1.641 -1.093 -0.092  -1.0625
N -2.209 0.754 1.697  -1.2747
N -0.090 1.153 0.080  -1.1110
N -0.734 -1.419 0.550  -0.4839
C -1.455 -2.403 0.211  0.0338
C 0.311 2.116 1.139  -0.4170
C 0.607 -1.652 0.940  -0.0846
C 3.214 0.540 -1.725  0.0939
C -1.534 -0.039 -2.060  0.3233
H 1.353 2.085 1.155  0.1941
H 0.770 -2.769 1.165  0.1921
H 0.093 3.244 0.927  0.2014
H 3.651 -0.048 -0.828  0.1750
H -1.063 -3.359 0.278  0.1813
H -0.139 1.871 2.140  0.2403
H -3.200 0.650 1.670  0.3820
H 4.091 0.818 -2.256  0.1778
H -1.926 -0.161 -3.024  0.1615
H 0.748 -1.033 1.911  0.2046
H -2.459 -2.072 -0.159  0.2303

Results
**Charge**: 0
**HOMO-LUMO gap**: 8.66 eV
**Relative energy (zero: lowest compared OMol25 entry of this formula, charge and spin)**: 0.0 kcal per mole
**E_LUMO**: -0.06 eV



[4]
Computed, not measured: an isolated ion of composition C5H11NO and charge -1 in a non-equilibrium geometry, with ωB97M-V/def2-TZVPD.

Each line ends with the natural charge from an NBO analysis.
Cartesian coordinates (Å):
O 0.591 -1.024 -2.067  -0.7878
N -1.647 1.296 0.298  -0.8603
C 0.875 0.869 0.279  -0.3958
C -0.052 -1.587 0.194  -0.5180
C -0.336 1.602 -0.325  -0.2213
C 0.551 -0.461 1.051  -0.4362
C 0.555 -1.895 -1.149  0.0254
H -0.426 1.560 -1.411  0.1867
H 1.561 -0.798 1.304  0.1863
H 0.078 -2.517 0.783  0.1812
H 1.735 0.761 -0.368  0.2229
H -1.158 -1.556 0.171  0.1444
H -2.015 0.539 -0.268  0.3590
H 0.937 -2.910 -1.411  0.0690
H -0.095 2.678 -0.225  0.1515
H 1.200 1.534 1.102  0.1615
H -0.126 -0.208 1.865  0.1935
H -2.230 2.118 0.178  0.3381

Results
**Charge**: -1
**Spin multiplicity**: 2
**HOMO-LUMO gap (alpha / beta)**: 3.53 / 7.16 eV
**Relative energy (zero: lowest compared OMol25 entry of this formula, charge and spin)**: 25.8 kcal per mole
**E_LUMO (alpha / beta)**: 4.14 / 4.02 eV



[5]
Computed, not measured: a 2-piece molecular cluster, C5H11NO overall, with ωB97M-V/def2-TZVPD.

Each line ends with the natural charge from an NBO analysis.
Cartesian coordinates (Å):
O -2.647 1.102 -1.242  -0.9563
N 1.427 1.427 1.097  -0.8483
C 0.062 -1.124 0.951  -0.4059
C 0.230 -0.251 -0.122  -0.3712
C -0.436 -2.529 0.767  -0.6193
C 0.814 1.020 -0.130  0.0975
C 0.851 1.840 -1.255  -0.7200
H 0.301 -3.305 0.992  0.1662
H -1.901 0.506 -1.384  0.4891
H -0.770 -2.655 -0.265  0.1881
H -1.276 -2.783 1.430  0.1692
H 0.215 -0.622 -1.147  0.1683
H 0.485 -0.837 1.902  0.1721
H 0.613 1.432 -2.230  0.1710
H 2.208 0.818 1.335  0.3380
H -3.112 0.720 -0.490  0.4592
H 1.807 2.358 0.978  0.3413
H 1.130 2.886 -1.186  0.1609

Results
**Charge**: -1
**Spin multiplicity**: 2
**HOMO-LUMO gap (alpha / beta)**: 4.02 / 6.56 eV
**Relative energy (zero: lowest compared OMol25 entry of this formula, charge and spin)**: 27.4 kcal per mole
**E_LUMO (alpha / beta)**: 4.22 / 4.17 eV



[6]
Computed, not measured: one molecule with the formula C5H11NO, with ωB97M-V/def2-TZVPD.

Each line ends with the natural charge from an NBO analysis.
Cartesian coordinates (Å):
O 2.071 -1.158 -0.783  -0.7261
N -0.051 -0.236 0.566  -0.4322
C 0.679 0.630 1.470  -0.2511
C -2.028 -0.810 -0.743  -0.6134
C 0.823 0.778 0.001  -0.1089
C -1.491 -0.046 0.458  -0.2123
C 2.041 0.245 -0.755  -0.0657
H -1.749 1.026 0.385  0.1656
H 1.223 -1.441 -0.396  0.4889
H 2.031 0.648 -1.778  0.1616
H -3.109 -0.676 -0.843  0.2131
H -1.551 -0.466 -1.668  0.2076
H 2.958 0.612 -0.273  0.1669
H -1.944 -0.426 1.381  0.1963
H 0.335 1.650 -0.439  0.1969
H -1.819 -1.879 -0.631  0.2138
H 0.115 1.398 2.001  0.1922
H 1.468 0.150 2.047  0.2066

Results
**Charge**: 0
**SMILES**: CCN1C[C@H]1CO
**HOMO-LUMO gap**: 10.71 eV
**Relative energy (zero: lowest compared OMol25 entry of this formula, charge and spin)**: 46.9 kcal per mole
**E_LUMO**: 1.10 eV